This record from OMol25 describes a structure of composition H39O19. The level of theory is wB97M-V/def2-TZVPD.

Cartesian coordinates (Å):
O  -1.89  -1.85  -0.62
H  -2.08  3.52  -2.35
H  -1.88  -2.56  -1.34
O  -3.37  -2.19  2.35
H  -2.32  -2.05  2.44
H  -3.80  -1.92  3.17
O  -0.82  4.29  0.39
H  1.24  -0.21  -4.71
H  -0.56  3.19  -1.99
O  3.37  -1.95  1.55
H  3.94  -2.71  1.77
H  3.64  1.43  -0.70
O  0.64  -3.12  0.61
H  1.44  -3.69  0.64
H  0.82  -2.46  -0.05
O  0.50  -2.81  -2.16
H  0.72  -2.89  -3.11
H  0.66  -3.71  -1.87
O  1.83  3.57  0.83
H  -2.94  2.62  1.39
H  2.66  3.03  0.76
O  -1.49  2.85  -1.90
H  1.20  2.89  0.57
O  -0.12  1.25  -0.26
H  -0.60  2.12  -0.35
H  -0.14  0.76  -1.08
O  -4.38  -0.55  0.89
H  -3.68  -1.29  1.47
H  1.11  -0.47  -0.85
O  -3.02  1.72  1.28
H  -1.61  3.89  0.80
H  -2.58  1.14  1.86
O  3.61  1.72  0.24
H  3.91  0.96  0.77
H  -5.10  -0.98  0.39
O  0.49  -0.46  -4.22
H  -3.83  -0.01  0.26
H  -1.28  -2.04  0.07
O  -0.87  -1.82  2.95
H  -0.37  -1.06  2.61
H  2.99  -1.55  2.42
O  1.92  -1.35  3.49
H  1.68  -0.50  3.91
H  -0.88  5.21  0.21
O  0.33  0.56  2.16
H  4.79  0.14  -2.54
H  0.91  1.26  2.44
O  4.26  0.74  -3.06
H  0.86  0.31  1.35
H  3.30  0.84  -2.96
O  1.51  -0.59  -1.74
H  0.89  -1.07  -2.24
H  2.39  -1.88  4.18
O  -2.57  0.12  -2.88
H  -2.34  1.01  -2.60
H  -2.05  -0.53  -2.42
H  -0.10  0.24  -4.53
H  -0.47  -2.64  2.64

Output
Kohn-Sham gap: 9.72 eV
Net charge: +1

---

This record from OMol25 describes a cluster of 19 separate species, H39O19 in total. The level of theory is wB97M-V/def2-TZVPD.

Cartesian coordinates (Å):
O  -0.06  3.58  -1.30
H  -1.31  -3.58  0.45
H  -0.07  4.51  -1.01
O  -1.57  -0.39  1.74
H  -2.40  -0.58  2.22
H  -0.86  -1.02  1.75
O  -3.62  -1.86  1.62
H  -3.20  -2.43  0.98
H  -4.15  -2.52  2.03
O  0.54  2.25  1.08
H  -0.27  1.71  1.18
H  1.17  1.84  -0.88
O  -1.63  -2.03  -3.09
H  -2.08  -2.64  -3.54
H  -0.62  -2.09  -3.16
O  -1.80  1.38  0.10
H  -1.96  0.41  0.01
H  -2.22  1.54  -0.73
O  0.79  -2.49  -2.36
H  1.37  -3.26  -2.34
H  0.16  -2.56  -1.67
O  -0.46  -3.30  -0.08
H  0.15  -3.36  0.73
O  3.71  0.08  -0.88
H  3.52  -0.51  -1.64
H  4.75  -0.02  -0.98
O  -3.36  -2.46  -1.21
H  -2.89  -2.63  -2.02
H  0.94  -0.59  -2.18
O  2.27  -0.12  1.21
H  2.28  -0.41  2.18
H  2.10  -0.95  0.77
O  2.20  2.03  -0.76
H  1.62  1.60  0.18
H  2.66  1.19  -1.14
O  2.10  1.25  3.08
H  -4.28  -2.31  -1.39
H  -0.68  3.47  -2.02
O  2.68  4.24  0.16
H  2.55  3.87  -0.72
H  0.40  3.03  0.41
O  -3.19  2.93  2.05
H  -3.02  3.55  1.33
H  -2.60  2.16  1.84
O  -3.05  2.72  -2.36
H  4.27  -2.10  0.72
H  -3.51  3.38  -1.74
O  4.03  -2.79  1.36
H  -2.47  3.27  -2.83
H  3.45  -3.48  1.05
O  1.51  0.21  -2.33
H  1.96  -0.28  -3.08
H  1.75  0.65  3.72
O  -0.56  -2.99  2.87
H  -0.49  -3.93  3.25
H  -0.53  -2.41  3.63
H  1.30  1.69  2.90
H  2.70  3.53  0.85

Output
Kohn-Sham gap: 9.94 eV
Net charge: +1

---

This record from OMol25 describes a structure of composition H3IN2. The level of theory is wB97M-V/def2-TZVPD.

Cartesian coordinates (Å):
N  -0.13  0.75  0.00
N  -0.40  -0.53  0.28
I  1.06  -1.34  1.44
H  -0.70  1.33  -0.61
H  0.76  1.18  0.14
H  -0.60  -1.39  -1.24

Output
Kohn-Sham gap (alpha / beta): 8.00 / 7.61 eV
Net charge: 0

---

This record from OMol25 describes a cluster of 2 separate species, H3INO2P in total. The level of theory is wB97M-V/def2-TZVPD.

Cartesian coordinates (Å):
N  -1.46  -0.61  0.50
O  0.97  0.77  -0.75
O  1.64  0.53  1.56
P  1.22  -0.37  0.27
I  -2.32  0.14  -1.13
H  -1.56  -1.66  0.34
H  -0.02  0.78  -0.95
H  1.42  1.50  1.49

Output
Kohn-Sham gap (alpha / beta): 7.19 / 7.19 eV
Net charge: 0

---

This record from OMol25 describes the molecule H3INOP. The level of theory is wB97M-V/def2-TZVPD.

Cartesian coordinates (Å):
N  0.59  0.31  0.99
P  0.52  -0.35  -0.60
O  -0.91  -1.14  -0.57
I  -0.27  1.46  -2.04
H  1.43  0.85  1.04
H  -0.48  0.72  1.20
H  -0.88  -1.84  -0.01

Output
Kohn-Sham gap: 9.36 eV
Net charge: 0
SMILES: NP(O)I

---

This record from OMol25 describes a cluster of 2 separate species, H3INPS in total. The level of theory is wB97M-V/def2-TZVPD.

Cartesian coordinates (Å):
N  -0.57  -0.34  0.62
P  -2.14  -0.86  -0.15
S  -0.21  -1.42  -0.78
H  -0.35  -0.86  1.43
H  -2.47  0.38  -0.91
I  3.44  0.05  -0.02
H  3.25  1.64  0.08

Output
Kohn-Sham gap: 9.11 eV
Net charge: 0
SMILES: [nH]1[pH]s1.I

---

Table of largest force on an atom (eV/Å), in record order: 3.82, 6.49, 2.39, 2.88, 5.05, 2.69
Table of energy relative to the best compared isomer or geometry (same formula, charge and spin) (kJ/mol), in record order: 248.87, 525.74, 308.48, 195.10, 63.35, 14.94